Entry from the Open Molecules 2025 dataset: a 26-piece molecular cluster, C26H104N52O26 overall in a non-equilibrium geometry (ωB97M-V with the def2-TZVPD basis set).

```
208
Properties=species:S:1:pos:R:3:forces:R:3
C 0.913 -6.376 1.476 -1.35 -2.44 -1.14
O 1.580 -6.376 2.513 -0.62 1.03 -1.00
N -0.267 -5.596 1.229 1.78 0.05 0.63
N 1.044 -7.435 0.524 -0.72 1.42 -0.36
H -0.698 -5.639 0.289 0.59 0.28 0.89
H -0.282 -4.700 1.757 -0.09 -1.01 -0.82
H 1.934 -7.894 0.252 -0.28 0.88 0.91
H 0.476 -7.283 -0.320 0.36 -0.10 0.61
C 4.283 -2.669 1.851 0.02 -0.43 0.82
O 4.194 -3.762 2.471 0.42 2.03 -0.04
N 4.490 -2.700 0.534 0.58 -0.78 -0.27
N 4.226 -1.427 2.464 0.94 -2.22 -1.56
H 4.169 -2.029 -0.106 -0.27 1.48 -0.37
H 4.276 -3.598 0.135 0.04 -0.37 -0.03
H 3.942 -0.627 1.977 -0.27 1.08 -0.85
H 3.992 -1.453 3.396 -0.56 0.01 2.32
C 4.058 4.274 2.173 0.53 -0.05 -1.17
O 4.992 4.463 1.362 -0.42 0.16 1.37
N 4.124 4.550 3.506 0.67 0.29 0.05
N 2.878 3.801 1.756 -2.19 0.42 3.26
H 3.507 4.143 4.213 0.32 0.17 -0.64
H 5.006 4.976 3.751 -0.26 -0.23 0.38
H 2.662 3.523 0.851 0.03 -0.56 -1.90
H 2.082 3.869 2.439 1.19 -0.38 -1.15
C -4.507 2.439 -1.302 -0.32 -1.05 1.47
O -3.920 2.806 -0.280 0.20 0.66 -0.13
N -4.984 3.290 -2.235 0.73 0.60 -1.08
N -4.856 1.130 -1.422 0.01 0.18 -1.93
H -4.471 4.181 -2.201 -0.31 -0.69 -0.55
H -5.022 2.835 -3.155 -0.10 0.72 0.35
H -5.044 0.625 -2.270 -0.06 0.67 -0.45
H -4.971 0.595 -0.623 0.27 -0.92 2.12
C -0.185 6.563 -2.486 -0.72 0.38 0.43
O -0.417 6.262 -3.659 0.47 0.35 -0.18
N -0.424 7.870 -2.036 0.94 -3.94 1.43
N 0.176 5.532 -1.621 -0.14 1.44 -0.35
H -0.438 8.575 -2.727 0.03 0.85 -0.21
H -0.268 7.928 -1.028 -0.13 1.07 -0.61
H -0.107 4.660 -2.034 0.27 -0.36 0.23
H 0.388 5.597 -0.623 -0.48 0.28 -0.45
C -4.509 -6.007 2.880 -1.00 0.85 0.56
O -5.070 -6.348 3.885 -0.23 -1.17 1.76
N -3.200 -6.185 2.610 2.00 -2.84 -0.46
N -5.187 -5.282 1.982 0.09 0.34 -1.50
H -2.935 -7.186 2.808 -0.08 1.58 0.28
H -3.075 -6.093 1.618 0.55 0.44 -0.54
H -4.724 -4.662 1.353 0.62 0.05 -0.74
H -5.923 -4.851 2.436 -2.03 0.82 0.72
C -2.254 0.453 -3.482 -0.47 1.61 -0.45
O -3.314 0.611 -4.104 -0.18 -0.25 0.06
N -1.759 -0.753 -3.161 1.61 -0.86 0.40
N -1.515 1.507 -3.074 0.46 -0.28 0.26
H -0.720 -0.864 -3.097 -1.79 -0.21 0.04
H -2.375 -1.527 -3.348 0.52 -0.14 -0.18
H -0.788 1.382 -2.394 0.23 -0.10 -0.02
H -1.721 2.442 -3.394 -0.38 0.25 -0.09
C -3.097 -3.120 -0.148 -1.70 -0.43 1.51
O -3.614 -4.242 -0.207 -0.07 -0.86 -0.74
N -3.503 -2.059 -0.844 -0.21 0.65 -2.12
N -2.288 -2.791 0.866 1.78 1.51 -0.57
H -4.066 -2.114 -1.707 0.73 -0.18 1.09
H -3.065 -1.185 -0.589 -0.39 0.37 -0.28
H -1.683 -1.939 0.680 -0.55 -1.29 1.47
H -2.263 -3.397 1.669 0.46 0.12 0.00
C 4.969 5.766 -1.868 -3.03 -2.48 0.17
O 4.874 6.124 -3.008 -0.18 1.27 -1.93
N 3.967 4.952 -1.259 0.20 0.90 1.04
N 6.051 5.907 -1.127 1.22 0.17 1.83
H 4.078 4.891 -0.219 -0.11 -0.15 -1.37
H 2.993 5.097 -1.550 0.95 -0.09 -0.18
H 6.571 6.735 -1.320 0.51 0.21 -0.09
H 5.891 5.664 -0.159 0.52 0.10 0.21
C 1.871 -2.872 3.794 -0.56 -1.46 2.48
O 1.853 -1.867 4.533 0.77 -0.31 -0.69
N 2.200 -4.130 4.250 0.36 -0.27 -0.69
N 1.240 -2.924 2.596 0.34 0.01 -1.36
H 2.096 -4.827 3.497 -0.12 0.11 0.56
H 3.046 -4.362 4.784 -0.66 1.01 -0.14
H 0.859 -2.063 2.290 -0.74 1.18 -0.04
H 1.831 -3.245 1.837 -0.02 -0.67 0.05
C -1.078 5.509 2.119 -1.80 0.26 -0.73
O -0.476 6.314 1.421 1.12 0.07 -0.11
N -2.084 4.741 1.528 0.83 -0.17 1.41
N -0.944 5.409 3.482 0.73 0.34 -1.32
H -2.324 4.841 0.552 0.12 0.08 0.38
H -2.654 4.169 2.137 -0.16 -0.12 -0.31
H -1.599 4.830 3.968 0.01 -0.36 0.64
H -0.139 5.886 3.897 -0.87 -0.48 -0.16
C -2.566 4.191 -5.173 1.99 -0.04 0.51
O -2.330 4.027 -3.954 -0.63 0.76 -0.93
N -3.161 3.233 -5.888 -0.66 1.23 -2.42
N -2.032 5.251 -5.882 -0.34 0.06 0.78
H -3.497 2.420 -5.452 -0.43 -1.18 0.77
H -3.544 3.526 -6.796 0.26 -0.62 0.81
H -1.811 5.276 -6.894 -0.47 -0.15 1.48
H -1.621 5.909 -5.210 0.03 0.00 -0.93
C 1.898 1.517 4.495 -0.28 -1.42 -0.68
O 1.773 2.722 4.596 0.04 0.40 -0.65
N 1.821 0.679 3.370 -0.46 1.19 0.18
N 2.110 0.713 5.591 0.50 -0.15 0.42
H 1.233 0.946 2.572 0.49 0.11 0.50
H 1.713 -0.283 3.699 -0.21 0.02 -0.70
H 2.453 -0.229 5.364 -0.09 0.65 0.70
H 2.491 1.208 6.385 0.11 -0.26 -0.02
C -5.223 -0.661 2.156 -0.61 1.20 -2.45
O -4.668 -0.181 1.147 -0.66 -1.03 1.79
N -4.757 -0.612 3.409 -0.84 -0.70 0.42
N -6.496 -1.205 2.145 -0.58 -0.32 0.03
H -5.047 -1.341 4.047 0.25 0.19 -0.03
H -3.866 -0.245 3.531 1.83 0.56 0.38
H -7.015 -0.860 2.928 -0.30 -0.23 0.44
H -7.087 -1.185 1.327 0.69 0.18 -0.35
C 2.423 1.432 -1.804 0.27 1.41 -0.36
O 2.004 2.327 -0.999 1.56 -2.12 -1.78
N 1.950 0.118 -1.811 0.45 0.66 -1.80
N 3.323 1.724 -2.818 -1.77 -0.27 1.71
H 1.727 -0.462 -1.049 -0.27 -0.13 1.59
H 2.159 -0.477 -2.613 0.29 0.55 0.34
H 3.587 0.963 -3.439 0.20 0.68 -0.22
H 3.380 2.723 -3.036 0.30 -0.53 -0.09
C -2.253 -6.836 -2.486 0.12 -1.01 -0.27
O -1.215 -6.319 -2.063 -0.64 0.22 0.07
N -2.186 -8.064 -3.146 -0.82 0.16 -0.28
N -3.531 -6.326 -2.357 1.38 0.45 0.77
H -1.308 -8.446 -3.457 0.14 0.45 0.28
H -2.992 -8.506 -3.597 0.46 0.60 0.50
H -3.762 -5.771 -1.519 0.50 0.07 -0.59
H -4.244 -6.934 -2.655 -0.89 -0.61 -0.26
C -4.368 7.480 -3.249 0.25 -1.69 1.06
O -3.992 8.003 -4.264 -0.05 0.64 -0.29
N -5.774 7.327 -2.952 1.21 1.29 -0.80
N -3.509 6.867 -2.343 -2.80 0.01 0.43
H -6.154 8.232 -3.241 -0.43 -0.67 0.08
H -6.096 7.062 -2.031 0.42 0.10 0.08
H -4.009 6.409 -1.583 0.91 0.19 -0.15
H -2.520 6.807 -2.425 0.30 0.10 -0.38
C -0.787 0.507 0.566 -0.30 2.49 -0.42
O -0.320 -0.627 0.739 0.72 0.12 0.05
N -2.116 0.753 0.672 0.21 -0.74 -0.05
N -0.041 1.663 0.304 0.24 -2.65 -0.19
H -2.508 0.361 1.504 -0.76 -0.37 -0.10
H -2.573 1.573 0.285 -0.06 0.26 0.29
H -0.557 2.474 -0.029 0.15 -0.29 0.27
H 0.872 1.482 -0.187 -1.05 1.06 0.69
C -0.404 -1.470 7.618 0.47 -0.18 2.10
O -1.004 -1.823 8.611 -1.00 -0.73 0.34
N 0.418 -2.296 6.917 0.25 0.26 -0.90
N -0.423 -0.141 7.272 0.42 1.80 -1.54
H 1.016 -1.892 6.186 -0.52 -0.78 0.23
H 0.331 -3.317 6.982 -0.01 1.11 0.16
H 0.278 0.121 6.591 0.06 0.11 -0.17
H -0.593 0.659 7.910 -0.06 -1.71 -0.07
C 4.922 -3.104 -3.425 -1.39 1.71 0.08
O 5.006 -4.281 -3.157 0.74 -0.49 0.06
N 3.653 -2.569 -3.726 1.61 0.04 0.21
N 5.998 -2.164 -3.333 -0.46 -2.20 -0.62
H 2.870 -3.196 -3.639 0.23 -0.01 -0.10
H 3.552 -1.646 -4.132 0.15 -0.31 0.01
H 6.886 -2.614 -3.622 -0.85 0.48 0.50
H 5.807 -1.323 -3.839 -0.07 0.58 -0.24
C -1.924 -2.497 4.825 -2.36 -1.75 -1.40
O -1.385 -1.603 4.241 2.91 1.20 -1.10
N -3.041 -2.122 5.521 -0.03 -1.49 0.71
N -1.730 -3.862 4.615 1.41 0.92 0.12
H -3.291 -2.871 6.155 -0.42 0.80 0.75
H -2.846 -1.178 5.831 -0.72 -0.42 0.61
H -0.844 -4.187 4.284 0.64 0.58 -0.33
H -2.333 -4.647 4.602 -1.46 -0.02 0.54
C 1.886 4.067 -5.068 1.97 -0.15 -1.53
O 2.599 3.678 -6.040 -1.49 0.09 1.92
N 2.511 4.827 -4.053 -0.79 0.87 -1.23
N 0.563 3.757 -4.911 1.02 1.09 0.76
H 3.396 5.247 -4.420 -0.95 -0.54 0.71
H 1.897 5.580 -3.666 0.72 -1.06 -0.28
H 0.060 4.553 -4.480 -0.32 -0.99 -0.26
H 0.148 3.167 -5.616 -0.04 0.39 -0.03
C 4.391 0.107 -6.175 0.48 1.29 -1.89
O 4.388 -0.111 -4.962 -0.13 -0.44 -0.34
N 3.663 1.141 -6.753 1.24 0.06 -0.51
N 5.151 -0.601 -7.098 -0.63 -0.10 2.71
H 3.362 1.841 -6.096 -0.48 0.33 0.33
H 4.113 1.665 -7.540 -0.63 -1.08 0.89
H 5.633 -1.397 -6.670 -0.12 0.52 -1.08
H 5.133 -0.326 -8.059 0.19 -0.45 -0.18
C 4.306 -6.523 0.172 0.34 0.37 -0.40
O 3.771 -7.494 -0.361 -0.11 0.04 -0.58
N 4.906 -5.516 -0.540 0.77 0.63 -0.07
N 4.305 -6.393 1.520 -0.76 -0.53 0.83
H 4.967 -5.506 -1.563 -0.05 -0.34 0.64
H 5.639 -4.971 -0.072 -0.59 -0.50 -0.33
H 3.555 -7.015 1.818 0.51 0.17 0.61
H 4.277 -5.493 2.028 0.30 -0.32 -0.98
C -2.475 2.055 4.599 1.74 2.96 -4.44
O -2.972 3.161 4.350 -0.02 -0.51 0.09
N -1.451 1.523 3.802 -0.68 0.28 0.82
N -2.867 1.228 5.503 -1.64 -1.68 2.42
H -1.019 2.070 3.074 0.04 0.27 0.36
H -0.933 0.782 4.240 0.29 -0.36 -0.52
H -3.761 1.362 5.944 0.32 0.13 0.39
H -2.165 0.605 5.825 0.15 -0.83 0.79
C 1.415 -3.562 -1.457 -0.65 0.28 1.00
O 2.312 -2.912 -0.871 -1.67 -1.45 -1.51
N 0.112 -2.936 -1.620 2.22 -0.76 -0.12
N 1.515 -4.868 -1.941 -0.52 1.84 0.21
H -0.672 -3.560 -1.569 -0.30 -0.34 -0.07
H 0.020 -2.135 -1.004 0.05 -0.16 0.10
H 0.662 -5.269 -2.368 1.02 0.03 0.52
H 2.384 -5.402 -1.819 -0.71 0.44 -0.07
```
Positions in Å, forces in eV/Å.

Charge: 0
Electronic energy in a.u.: -5857.82205
Kohn-Sham gap in hartree: 0.3397

***

Entry from the Open Molecules 2025 dataset: C26H13BrCl2F5IInN4O5S as an isolated structure in a non-equilibrium geometry (ωB97M-V with the def2-TZVPD basis set).

```
59
Properties=species:S:1:pos:R:3:forces:R:3
In -0.581 0.005 -0.040 -0.49 0.04 -0.50
Cl -3.168 -1.931 -3.922 -0.27 0.10 -0.04
C -1.511 -2.281 -3.600 0.14 0.32 0.34
C -0.878 -3.249 -4.375 0.50 -0.16 0.09
C 0.442 -3.542 -4.151 -0.44 0.04 -0.09
Cl 1.231 -4.728 -5.141 0.07 -0.16 -0.13
C 1.159 -2.897 -3.126 -0.18 0.30 0.17
C 2.517 -3.145 -2.838 0.08 0.16 0.27
C 3.122 -2.461 -1.826 -0.12 -0.16 -0.24
C 2.388 -1.527 -1.061 0.18 -0.03 -0.09
N 1.126 -1.287 -1.330 -0.48 0.87 1.02
C 0.499 -1.920 -2.335 -0.29 -0.70 -0.90
C -0.869 -1.563 -2.588 0.16 -0.69 -0.78
O -1.469 -0.630 -1.939 0.26 0.83 1.31
H -1.437 -3.760 -5.145 0.01 -0.02 -0.06
H 3.055 -3.876 -3.423 0.06 -0.02 -0.02
H 4.162 -2.619 -1.590 0.09 -0.01 0.06
H 3.668 -1.431 0.639 0.02 0.07 0.12
O 1.524 -2.437 6.140 0.00 -0.21 0.20
C 0.658 -2.282 5.101 0.01 -0.01 -0.01
O -0.297 -3.000 5.004 0.20 0.09 0.09
C 1.009 -1.221 4.151 0.02 0.35 -0.21
C 2.193 -0.494 4.058 -0.48 -0.17 0.01
N 2.091 0.302 2.995 0.22 -0.18 0.31
N 0.930 0.130 2.359 -0.39 -0.13 -0.61
C 0.251 -0.776 3.042 0.48 -0.02 0.40
C -1.097 -1.177 2.527 -0.25 0.20 1.06
O -2.090 -1.115 3.219 0.11 -0.11 0.12
O -1.086 -1.543 1.286 0.14 0.33 -1.48
H 2.273 -1.832 6.088 -0.19 0.02 -0.10
H 3.100 -0.497 4.632 0.22 0.01 0.02
H 2.927 0.789 2.613 -0.30 0.05 -0.02
F 2.837 6.361 -1.308 -0.17 -0.25 0.08
C 1.961 5.442 -0.879 -0.20 -0.16 0.10
C 2.288 4.089 -0.878 0.05 0.10 -0.04
F 3.483 3.686 -1.317 -0.14 0.11 0.02
C 1.369 3.155 -0.422 -0.38 0.22 0.11
F 1.700 1.848 -0.471 0.03 0.27 -0.01
C 0.107 3.518 0.055 0.70 0.54 -0.32
S -1.062 2.417 0.693 -0.26 -1.15 -0.32
C -0.205 4.889 0.017 0.22 -0.44 -0.09
F -1.420 5.292 0.408 0.16 0.07 0.03
C 0.700 5.835 -0.432 0.22 -0.06 -0.06
F 0.374 7.135 -0.445 0.03 -0.19 0.00
I 5.314 0.715 2.551 0.25 0.11 0.00
C 3.055 -0.776 0.024 -0.02 -0.02 -0.08
H 3.719 -0.028 -0.411 0.08 0.07 0.11
H 2.307 -0.275 0.625 0.20 0.00 0.06
Br -5.710 2.170 -2.658 0.10 -0.04 0.05
C -5.039 1.121 -1.231 -0.02 0.02 0.03
C -5.915 0.422 -0.416 0.20 0.01 0.02
C -5.373 -0.332 0.611 0.02 0.06 -0.09
C -3.993 -0.354 0.779 -0.32 -0.26 0.38
N -3.178 0.337 -0.002 0.55 -0.21 0.13
C -3.676 1.060 -0.990 -0.20 0.31 -0.42
H -6.982 0.476 -0.580 0.00 -0.02 -0.01
H -6.009 -0.894 1.278 0.00 -0.04 0.04
H -3.525 -0.922 1.575 -0.06 -0.02 -0.03
H -2.966 1.607 -1.599 -0.11 -0.01 -0.02
```
Positions in Å, forces in eV/Å.

Charge: -1
Electronic energy in a.u.: -6473.79363
Kohn-Sham gap in hartree: 0.2477

***

Entry from the Open Molecules 2025 dataset: C26H16Br2N2OPd as an isolated structure (ωB97M-V with the def2-TZVPD basis set).

```
48
Properties=species:S:1:pos:R:3:forces:R:3
Pd 0.484 -0.290 -1.005 0.58 -0.25 -0.26
Br -3.300 -5.185 -4.995 -0.01 -0.01 0.02
C -2.280 -3.796 -4.249 -0.01 -0.02 0.07
C -1.604 -2.900 -5.102 0.02 0.02 -0.04
C -0.844 -1.876 -4.605 -0.05 -0.06 0.08
C -0.723 -1.688 -3.216 -0.06 0.06 0.00
O 0.035 -0.692 -2.823 0.05 -0.09 0.00
C -1.415 -2.577 -2.348 0.07 0.05 0.03
C -1.385 -2.476 -0.948 -0.08 0.10 -0.08
N -0.798 -1.545 -0.240 -0.11 -0.02 0.13
C -0.762 -1.584 1.172 0.18 0.12 -0.02
C -1.638 -2.320 1.952 0.03 -0.04 0.07
C -1.431 -2.492 3.325 -0.02 -0.01 -0.01
C -0.323 -1.961 3.930 -0.01 0.02 -0.01
C 0.554 -1.150 3.179 0.08 -0.04 -0.02
C 1.777 -0.692 3.709 -0.05 -0.01 0.05
C 2.690 -0.037 2.907 0.01 -0.05 -0.09
C 2.280 0.384 1.663 0.06 -0.08 0.04
N 1.054 0.086 1.148 -0.29 0.22 -0.21
C 0.274 -0.885 1.824 -0.10 -0.05 -0.04
C -2.182 -3.641 -2.901 -0.04 -0.06 -0.09
H -1.685 -3.034 -6.173 0.00 0.00 0.00
H -0.321 -1.200 -5.267 0.01 0.02 0.02
H -1.894 -3.264 -0.400 -0.05 0.00 -0.04
H -2.490 -2.807 1.498 0.00 0.01 -0.02
H -2.129 -3.094 3.890 0.00 0.00 0.01
H -0.100 -2.164 4.969 0.02 -0.01 0.00
H 2.007 -0.888 4.750 0.01 -0.03 0.00
H 3.668 0.247 3.264 0.00 0.00 0.00
H 2.889 1.059 1.081 -0.06 0.10 0.05
H -2.694 -4.320 -2.231 -0.01 -0.02 -0.02
Br 2.609 0.897 -1.718 -0.10 0.06 0.14
C 2.186 2.493 -0.735 -0.04 -0.02 0.02
C 2.881 3.614 -1.082 -0.02 -0.03 -0.01
C 2.436 4.873 -0.637 -0.03 0.01 0.02
C 1.248 4.963 0.026 0.05 -0.01 -0.02
C 0.514 3.806 0.384 0.00 -0.01 -0.02
C -0.784 3.943 0.939 -0.03 -0.02 0.02
C -1.538 2.848 1.227 0.02 -0.01 -0.01
C -0.955 1.568 1.154 0.11 0.11 0.14
C 0.312 1.405 0.667 -0.05 0.07 0.22
C 1.047 2.515 0.115 -0.08 -0.05 -0.12
H 3.729 3.547 -1.750 0.00 -0.01 0.00
H 2.996 5.758 -0.902 0.00 0.01 0.00
H 0.831 5.930 0.274 0.00 0.01 0.00
H -1.172 4.941 1.098 -0.01 0.00 0.00
H -2.548 2.941 1.599 0.00 0.03 0.01
H -1.502 0.741 1.582 0.01 -0.02 0.00
```
Positions in Å, forces in eV/Å.

Charge: +2
Electronic energy in a.u.: -6460.43655
Kohn-Sham gap in hartree: 0.1818

***

Quick rundown of energy relative to the best compared isomer or geometry (same formula, charge and spin), same order as above: 453.78; 99.90; 0.00 kJ/mol
Quick rundown of LUMO, same order as above: 0.106; 1.558; -8.413 eV
Quick rundown of HOMO, same order as above: -9.139; -5.182; -13.359 eV